Entry 1:
{"formula": "C4H12N4ORuSSe4", "method": "ωB97M-V/def2-TZVPD", "elements": ["Ru", "Se", "Se", "Se", "Se", "N", "N", "C", "N", "S", "H", "H", "H", "H", "H", "C", "N", "C", "C", "O", "H", "H", "H", "H", "H", "H", "H"], "xyz": [[1.7243, -1.1170, -0.6852], [1.2572, -1.5770, -3.0638], [1.7871, -3.7999, -3.3883], [1.3496, -4.7101, -1.1159], [2.3714, -3.2034, 0.3279], [2.1703, -0.2117, 1.2560], [2.1226, 1.2447, 1.1131], [2.3305, 1.8033, -0.0868], [2.3713, 3.1634, -0.1827], [2.4796, 0.7664, -1.5233], [1.5245, -0.5305, 2.0057], [3.1048, -0.4169, 1.6274], [2.2533, 1.8474, 1.9448], [2.3603, 3.7614, 0.6610], [2.3533, 3.6314, -1.0856], [-3.1971, -1.3361, 0.1406], [-2.4658, -0.0534, 0.1552], [-3.2609, 1.1799, 0.2825], [-1.1135, -0.0163, 0.1384], [-0.3499, -1.0056, 0.1631], [-3.2815, -1.7986, 1.1241], [-2.6543, -1.9815, -0.5860], [-4.1898, -1.1420, -0.3245], [-4.1376, 0.9768, 0.9090], [-3.5309, 1.5636, -0.7294], [-2.6310, 1.9213, 0.7909], [-0.7479, 1.0402, 0.1314]], "forces_ev_per_a": [[-0.73, 0.14, -0.51], [0.37, -0.59, 0.94], [-0.40, -0.32, 1.23], [0.75, 1.16, -0.53], [-0.22, -1.98, -0.60], [0.51, 1.05, 0.50], [0.07, -0.06, 0.76], [-0.11, 1.15, -0.95], [-0.03, -1.61, 0.90], [0.13, 2.20, 0.40], [0.02, 0.63, -0.75], [-0.07, -0.09, -0.23], [-0.18, -0.88, -0.43], [-0.01, -0.53, -0.87], [0.18, -0.35, 0.24], [0.17, 0.09, -1.73], [1.43, -0.54, 0.40], [0.58, 0.32, -0.41], [-2.12, 0.82, 0.24], [-0.41, 0.21, -0.23], [0.02, 0.12, -0.10], [-0.38, 0.09, 0.80], [0.61, -0.17, 0.62], [0.23, 0.11, -0.33], [-0.09, -0.32, 0.84], [-0.37, -0.02, -0.16], [0.05, -0.66, -0.06]], "fmax_ev_per_a": 2.3, "homo_lumo_gap_ev": [7.21, 5.49], "total_energy_ev": -287137.26422, "total_charge": 2, "homo_energy_ev": [-14.7674, -14.9878], "relative_energy_kj_mol": 0.00, "multiplicity": 5}

Entry 2:
{"formula": "C5H13NO", "method": "ωB97M-V/def2-TZVPD", "elements": ["C", "C", "C", "C", "C", "N", "H", "H", "H", "H", "H", "H", "H", "H", "H", "H", "H", "H", "H", "O"], "xyz": [[0.4748, 0.1290, -1.1135], [-0.2922, 0.1923, 0.2259], [-1.4896, -0.6679, 0.2837], [-1.4975, -1.7078, 1.2079], [-2.6927, -0.3593, -0.5110], [1.6781, -0.6470, -0.8901], [-0.1116, -0.2406, -1.9744], [0.8106, 1.0699, -1.5498], [0.3784, -0.0953, 1.0423], [-0.4446, 1.2240, 0.5622], [-2.1489, -2.5736, 1.2123], [-0.7368, -1.7925, 1.9802], [-3.5644, -0.3459, 0.1461], [-2.7595, -1.1517, -1.2721], [-2.5724, 0.5921, -1.0284], [1.5730, -1.6481, -0.7624], [2.3312, -0.5415, -1.6577], [3.5745, 2.7766, 2.1590], [4.1197, 2.7840, 0.6911], [3.3699, 3.0034, 1.2487]], "forces_ev_per_a": [[0.81, -0.47, -1.35], [0.42, -0.28, 0.99], [-0.16, 1.33, 0.45], [0.55, -1.06, 0.57], [0.81, 0.00, -0.41], [0.29, -0.20, -0.35], [-0.50, -0.29, 0.64], [-0.12, 0.43, 0.84], [0.30, -0.39, -0.44], [-0.82, 0.26, -0.64], [-0.50, 0.30, -0.35], [0.07, 0.36, -0.13], [-0.17, -0.22, -0.25], [-0.48, -0.01, 0.10], [-0.15, -0.07, 0.07], [-0.43, 0.10, 0.11], [0.11, 0.24, 0.14], [0.34, -0.04, -0.10], [0.19, -0.06, 0.29], [-0.56, 0.07, -0.19]], "fmax_ev_per_a": 1.6, "homo_lumo_gap_ev": [9.02, 4.84], "total_energy_ev": -8923.49074, "total_charge": 1, "homo_energy_ev": [-13.5797, -13.1785], "relative_energy_kj_mol": 218.07, "multiplicity": 2}

Entry 3:
{"formula": "C6H13N3O4", "method": "ωB97M-V/def2-TZVPD", "elements": ["C", "C", "C", "N", "N", "O", "N", "O", "C", "O", "C", "C", "O", "H", "H", "H", "H", "H", "H", "H", "H", "H", "H", "H", "H", "H"], "xyz": [[-3.0272, -0.6823, -1.2667], [-2.2126, 0.0694, -0.2171], [-2.9455, 0.2847, 1.1243], [-0.9563, -0.5343, -0.0465], [-0.0160, 0.2382, 0.3027], [-0.0782, 1.4313, 0.6172], [1.1478, -0.4396, 0.6846], [1.1966, -1.7583, 0.2486], [2.1687, -1.7979, -0.8088], [3.1639, -0.7431, -0.5138], [2.3495, 0.3392, -0.0465], [2.9547, 1.1225, 1.0458], [1.8328, 1.0099, -1.1162], [-3.6061, 0.0981, -1.7587], [-2.2219, -0.9717, -1.9380], [-3.6626, -1.4420, -0.9195], [-1.9211, 1.0773, -0.6789], [-3.3632, -0.7161, 1.4182], [-3.6957, 1.1562, 0.8905], [-2.3652, 0.5996, 2.0695], [1.6395, -1.6274, -1.7730], [2.7181, -2.6592, -0.7514], [3.9266, 1.6283, 0.7503], [3.2719, 0.5492, 1.9685], [2.1608, 1.9084, 1.4944], [1.5409, 1.8596, -0.7796]], "forces_ev_per_a": [[1.48, 2.22, -0.32], [0.03, 2.71, -0.01], [-0.63, 0.99, 0.75], [2.05, -0.56, 0.23], [-3.01, -2.43, 0.44], [0.20, 0.60, -0.13], [2.15, 0.69, -0.37], [0.88, 0.15, -0.34], [-0.74, 3.24, -0.09], [-2.71, 0.14, 0.40], [-0.45, -2.52, 0.51], [1.04, 2.69, 2.62], [0.88, 0.18, -0.30], [-0.33, -0.29, -0.21], [-0.56, -0.69, -0.49], [-0.53, -1.23, 0.48], [-0.98, -0.83, 0.62], [-0.33, 1.15, -0.34], [0.85, -2.06, 0.84], [-0.33, -0.22, -1.91], [0.61, 0.03, 0.49], [0.93, -2.40, 0.03], [-1.35, -0.27, -0.05], [-0.71, 0.02, -1.36], [1.89, -1.68, -1.40], [-0.35, 0.37, -0.09]], "fmax_ev_per_a": 3.9, "homo_lumo_gap_ev": 10.21, "total_energy_ev": -19086.90637, "homo_energy_ev": -9.4302, "relative_energy_kj_mol": 14.00}

Entry 4:
{"formula": "C3H7FN4", "method": "ωB97M-V/def2-TZVPD", "elements": ["N", "N", "C", "C", "F", "C", "N", "N", "H", "H", "H", "H", "H", "H", "H"], "xyz": [[-1.2819, -0.8475, 1.7936], [-0.0051, -1.6150, 1.7559], [0.9412, -1.2352, 0.9492], [1.1262, -0.0707, 0.0462], [2.5162, 0.3058, -0.3255], [0.2695, 0.5749, -0.7712], [-1.1165, 0.2601, -0.8900], [0.5598, 1.4551, -1.8342], [-2.0024, -1.2851, 2.4177], [-1.0219, 0.1648, 1.9184], [1.7573, -1.9111, 0.7348], [-1.6056, 0.4598, -2.0202], [-1.6517, -0.4469, -0.2911], [1.5162, 1.7873, -1.9821], [-0.0014, 2.4036, -1.5018]], "forces_ev_per_a": [[2.19, 0.20, -0.26], [-1.10, 0.47, -1.15], [-0.79, 0.92, -0.45], [1.19, 0.92, -0.65], [-2.21, -1.04, 1.36], [-2.35, -1.58, -1.42], [-2.19, 0.16, -2.87], [-1.35, 4.00, 1.47], [1.76, 0.87, -0.40], [-1.01, -1.36, 0.28], [0.23, -0.44, 0.99], [2.46, -0.88, 5.00], [1.66, 1.44, -1.01], [-0.18, -0.72, 0.64], [1.68, -2.96, -1.53]], "fmax_ev_per_a": 5.6, "homo_lumo_gap_ev": 8.76, "total_energy_ev": -11898.61242, "homo_energy_ev": -8.0485, "relative_energy_kj_mol": 390.87}